# 1
This record from the Open Molecules 2025 dataset describes C27H30N7OPd as an isolated structure at a distorted geometry. The level of theory is ωB97M-V with the def2-TZVPD basis set.

Values from the calculation:
**Spin multiplicity**: 5
**E_LUMO (spin up / spin down)**: -8.445 / -13.283 eV
**Frontier orbital gap (spin up / spin down)**: 9.8 / 5.2 eV
**Net charge**: +3

Each line ends with the Löwdin spin population.
Atoms and positions in Å:
Pd (0.07869, 0.03861, 0.11612)  1.6287
C (-2.85465, -0.47514, -1.28854)  0.0468
C (-3.01215, -1.01654, 0.13769)  0.0185
C (-2.88769, 0.10142, 1.13326)  0.0092
C (-3.92644, 0.46202, 1.97317)  0.0120
C (-3.76972, 1.54550, 2.82632)  -0.0003
C (-2.58010, 2.25791, 2.80693)  0.0081
C (-1.58539, 1.85289, 1.94417)  0.0158
N (-1.73381, 0.78791, 1.13662)  0.1179
N (-1.46527, -0.40497, -1.78928)  0.5159
C (-0.91926, -1.69967, -2.21106)  0.0420
C (0.56947, -1.60616, -2.40717)  0.0126
C (1.22127, -2.29773, -3.40328)  0.0067
C (2.59033, -2.11327, -3.55867)  -0.0048
C (3.24768, -1.21833, -2.73150)  0.0062
C (2.52789, -0.56166, -1.75063)  0.0100
N (1.21402, -0.76890, -1.57735)  0.1171
C (-1.22814, 0.68312, -2.75931)  0.0345
C (-0.83795, 1.99146, -2.12724)  0.0191
C (-1.13262, 3.17782, -2.77046)  0.0059
C (-0.64465, 4.36797, -2.25234)  -0.0054
C (0.12298, 4.33085, -1.10040)  0.0064
C (0.36075, 3.11061, -0.50050)  0.0094
N (-0.10878, 1.95657, -0.99881)  0.1430
H (-3.38066, -1.13559, -1.98808)  0.0288
H (-3.28577, 0.52061, -1.37337)  0.0009
H (-3.99063, -1.48429, 0.22380)  -0.0005
H (-2.27272, -1.79097, 0.35502)  0.0001
H (-4.85004, -0.10128, 1.95788)  0.0009
H (-4.57344, 1.83796, 3.48955)  0.0002
H (-2.42409, 3.11885, 3.44226)  0.0011
H (-0.64141, 2.37684, 1.89657)  0.0011
H (-1.18425, -2.43983, -1.46140)  0.0033
H (-1.41945, -1.98170, -3.14385)  0.0243
H (0.67105, -2.96398, -4.05618)  0.0012
H (3.12767, -2.64702, -4.33168)  -0.0002
H (4.30613, -1.02477, -2.84086)  0.0010
H (3.00293, 0.13718, -1.08196)  0.0015
H (-0.43846, 0.37376, -3.44315)  0.0004
H (-2.14553, 0.79523, -3.34209)  0.0166
H (-1.72916, 3.17159, -3.67423)  0.0013
H (-0.86029, 5.30792, -2.74371)  -0.0002
H (0.53280, 5.23246, -0.66606)  0.0010
H (0.94685, 3.04717, 0.40346)  0.0019
C (1.56784, -3.64933, 0.52985)  0.0004
C (0.13006, -3.32107, 0.84285)  0.0051
O (-0.02103, -1.95274, 1.32670)  0.0563
C (-0.09127, -1.93973, 2.79382)  0.0040
C (0.53089, -0.71036, 3.39390)  0.0023
H (1.63803, -4.65535, 0.11303)  0.0001
H (2.18043, -3.62264, 1.43212)  0.0000
H (1.98888, -2.94969, -0.19384)  0.0000
H (-0.26640, -3.98239, 1.61199)  0.0017
H (-0.52143, -3.44434, -0.02000)  0.0003
H (0.44336, -2.81789, 3.15100)  0.0010
H (-1.13957, -2.04662, 3.07561)  0.0004
H (1.60080, -0.68127, 3.19643)  -0.0003
H (0.39107, -0.72991, 4.47540)  0.0003
H (0.06545, 0.20776, 3.03627)  0.0014
N (2.00248, 0.90087, 0.95194)  0.2008
C (2.96954, 1.23229, 1.47544)  0.0443
C (4.17401, 1.64610, 2.12742)  0.3090
C (4.79693, 0.74383, 3.00116)  0.0266
N (5.26365, -0.03297, 3.72132)  0.2325
C (4.65783, 2.93640, 1.86093)  0.0260
N (5.00045, 4.01663, 1.62697)  0.2283

Atoms 1-3, force components in eV/Å:
Pd 0.378 0.428 0.351
C 0.209 0.115 0.166
C 0.064 0.034 0.048

***

# 2
This record from the Open Molecules 2025 dataset describes a single C5H6O2 molecule at a distorted geometry. The level of theory is ωB97M-V with the def2-TZVPD basis set.

Values from the calculation:
**E_LUMO**: 0.852 eV
**SMILES string**: O=C[C@@H](O)C1C=C1
**Relative energy (zero: lowest compared OMol25 entry of this formula, charge and spin)**: 3.350 eV
**Frontier orbital gap**: 10.4 eV
**Net charge**: 0

Each line ends with the Mulliken charge.
Atoms and positions in Å:
O (1.62592, 1.53814, -1.65175)  -0.4839
C (1.55197, 1.04243, -0.55571)  -0.1415
C (0.89585, -0.27127, -0.18231)  0.4119
O (1.03325, -0.49077, 1.20085)  -0.5342
C (-0.59220, -0.24946, -0.52897)  -0.4631
C (-1.50509, -1.04777, 0.32871)  -0.2016
C (-1.55520, 0.23695, 0.51469)  -0.7228
H (1.98173, 1.59872, 0.28339)  0.3558
H (1.36684, -1.06202, -0.78372)  0.2990
H (0.12002, -0.20780, 1.57506)  0.3684
H (-0.81101, -0.12006, -1.58883)  0.4431
H (-1.95157, -2.01315, 0.49932)  0.3238
H (-2.16049, 1.04605, 0.88927)  0.3451

Atoms 1-3, force components in eV/Å:
O -0.290 -0.603 -0.113
C 0.213 0.682 -0.314
C -0.164 0.108 -0.177

***

# 3
This record from the Open Molecules 2025 dataset describes C26H19N4OSnTe as an isolated structure. The level of theory is ωB97M-V with the def2-TZVPD basis set.

Values from the calculation:
**E_LUMO**: -3.810 eV
**Relative energy (zero: lowest compared OMol25 entry of this formula, charge and spin)**: 0.024 eV
**Frontier orbital gap**: 6.6 eV
**Net charge**: +1

Each line ends with the Mulliken charge.
Atoms and positions in Å:
Sn (4.87899, -0.01047, -3.31526)  0.2903
C (-7.54715, 1.12873, 2.77408)  -0.8454
O (-6.82296, -0.07598, 2.55979)  -0.4564
C (-5.63175, 0.00118, 1.93935)  0.9313
C (-5.05102, 1.18494, 1.48673)  -0.4210
C (-3.81811, 1.14549, 0.85836)  -0.8241
C (-3.14507, -0.05665, 0.66925)  0.3579
C (-3.73880, -1.23583, 1.12852)  -0.4194
C (-4.96363, -1.21195, 1.75446)  -0.8475
C (-1.84694, -0.04500, 0.00170)  0.2732
N (-1.23127, 1.02753, -0.45121)  -0.8183
C (-0.06594, 0.57282, -0.99242)  0.8384
C (0.04173, -0.79573, -0.86847)  -0.2790
N (-1.10878, -1.17869, -0.22746)  -0.0897
C (1.17034, -1.53514, -1.32294)  0.8698
C (1.35524, -2.92107, -1.20441)  -0.6873
C (2.51226, -3.49784, -1.66769)  -0.7651
C (3.48393, -2.69032, -2.25732)  -0.4280
N (3.32010, -1.38395, -2.38911)  -0.1956
C (2.19627, -0.79215, -1.92982)  0.0748
C (2.10202, 0.64569, -2.05961)  0.2380
N (3.15486, 1.29128, -2.61024)  -0.2207
C (3.13520, 2.61145, -2.70927)  -0.2949
C (2.05079, 3.37252, -2.27350)  -0.7564
C (0.96607, 2.73500, -1.71937)  -0.6323
C (0.98027, 1.33929, -1.59707)  0.6878
H (-8.46203, 0.83932, 3.28062)  0.2423
H (-7.79323, 1.61186, 1.82652)  0.3478
H (-6.98346, 1.81747, 3.40640)  0.3466
H (-5.54831, 2.13426, 1.61742)  0.4086
H (-3.36347, 2.06049, 0.50395)  0.4585
H (-3.25333, -2.19684, 1.00269)  0.2601
H (-5.43172, -2.11882, 2.11176)  0.4243
H (-1.37854, -2.11052, 0.03319)  0.1772
H (0.59273, -3.53594, -0.74329)  0.4658
H (2.68284, -4.56122, -1.58367)  0.4649
H (4.41276, -3.10778, -2.62646)  0.3952
H (4.00702, 3.08104, -3.14839)  0.4084
H (2.08098, 4.44721, -2.37904)  0.4581
H (0.10405, 3.28324, -1.36248)  0.5754
Te (6.22307, 0.21705, -0.84584)  0.1129
C (4.50720, 0.01196, 0.38137)  -0.1858
C (4.17342, -1.23222, 0.91075)  -0.3286
C (3.08848, -1.35835, 1.76896)  -0.7525
C (2.32863, -0.24498, 2.10438)  -0.3891
C (2.66211, 0.99835, 1.58370)  -0.4858
C (3.74916, 1.12813, 0.72825)  -0.2331
H (4.77547, -2.10048, 0.67164)  0.4739
H (2.85110, -2.32635, 2.19263)  0.4392
H (1.49171, -0.34129, 2.78422)  0.4783
H (2.08646, 1.87384, 1.85715)  0.4378
H (4.02025, 2.10537, 0.34648)  0.4191

Atoms 1-3, force components in eV/Å:
Sn 0.300 0.047 0.253
C 0.005 -0.008 -0.002
O -0.005 0.004 0.005

***

# 4
This record from the Open Molecules 2025 dataset describes a 2-piece molecular cluster, CH7NOS2 overall. The level of theory is ωB97M-V with the def2-TZVPD basis set.

Values from the calculation:
**E_LUMO**: 0.348 eV
**SMILES string**: NCO.SS
**Relative energy (zero: lowest compared OMol25 entry of this formula, charge and spin)**: 0.019 eV
**Frontier orbital gap**: 9.5 eV
**Net charge**: 0

Each line ends with the Mulliken charge.
Atoms and positions in Å:
N (1.59797, -0.80819, -1.03200)  -0.5754
C (0.98317, -1.03043, 0.22843)  -0.1582
O (0.39250, 0.12311, 0.86922)  -0.4996
H (0.97994, -0.41819, -1.73326)  0.2358
H (2.43183, -0.24314, -0.96508)  0.2363
H (0.18136, -1.75895, 0.11112)  0.2619
H (1.71744, -1.43012, 0.91297)  0.2794
H (0.70778, 0.90627, 0.39510)  0.2565
S (-2.34846, 2.29413, 0.08044)  -0.1844
S (-3.02695, 0.50184, 0.88123)  -0.1804
H (-1.81482, 1.76466, -1.01173)  0.1412
H (-1.80175, 0.09900, 1.26356)  0.1869

Atoms 1-3, force components in eV/Å:
N 0.080 0.237 -0.177
C -0.423 0.103 0.160
O 0.151 0.100 -0.422